Formula: C76H95N19
Source: the OMol25 dataset
Level of theory: ωB97M-V/def2-TZVPD

```
190
Properties=species:S:1:pos:R:3:lowdin_charge:R:1
N 5.430 -2.860 5.323 -0.0052
C 5.640 -1.644 4.712 -0.1805
C 5.191 -1.691 3.447 -0.1082
C 4.599 -3.010 3.295 -0.1142
C 4.643 -3.675 4.496 -0.1254
H 5.715 -3.114 6.308 0.1709
H 6.169 -0.861 5.238 0.1078
H 5.352 -0.869 2.753 0.0898
H 4.058 -3.489 2.483 0.0773
H 4.269 -4.646 4.673 0.0885
N 3.665 1.227 -1.439 0.0412
C 3.864 -0.103 -1.151 -0.1523
C 3.747 -0.311 0.165 -0.1143
C 3.421 0.961 0.730 -0.1216
C 3.319 1.847 -0.324 -0.1589
H 3.558 1.638 -2.392 0.1100
H 4.218 -0.798 -1.874 0.1035
H 3.801 -1.227 0.774 0.0913
H 3.264 1.321 1.771 0.0844
H 2.961 2.862 -0.293 0.1133
N 0.479 -0.795 -2.409 0.0554
C 0.141 -1.940 -3.111 -0.1474
C 0.809 -1.924 -4.304 -0.0971
C 1.529 -0.662 -4.362 -0.0839
C 1.188 0.027 -3.191 -0.1911
H -0.022 -0.598 -1.547 0.0956
H -0.582 -2.599 -2.668 0.1086
H 0.751 -2.598 -5.118 0.0712
H 2.108 -0.376 -5.215 0.0766
H 1.541 0.985 -2.890 0.0755
N 2.303 1.582 4.627 0.0286
C 1.496 2.448 3.918 -0.1208
C 2.335 3.433 3.401 -0.1224
C 3.690 3.123 3.755 -0.0977
C 3.627 1.888 4.431 -0.1302
H 1.998 0.713 5.013 0.0994
H 0.455 2.310 3.758 0.0859
H 1.932 4.204 2.793 0.0700
H 4.562 3.727 3.624 0.0785
H 4.376 1.302 4.918 0.0904
N 4.510 8.635 0.437 0.0114
C 3.873 7.675 1.147 -0.1624
C 4.341 6.469 0.772 -0.1018
C 5.248 6.689 -0.279 -0.1218
C 5.412 8.032 -0.436 -0.1202
H 4.404 9.632 0.532 0.1502
H 3.243 7.926 1.982 0.1164
H 4.184 5.479 1.159 0.0941
H 5.953 6.051 -0.758 0.0890
H 6.061 8.666 -0.989 0.1045
N -5.262 -3.560 1.624 0.0091
C -4.291 -4.246 0.884 -0.1197
C -4.079 -3.521 -0.212 -0.1250
C -4.973 -2.415 -0.220 -0.1126
C -5.628 -2.452 0.956 -0.1775
H -5.551 -3.661 2.624 0.1668
H -3.757 -5.087 1.272 0.0845
H -3.484 -3.758 -1.079 0.0921
H -5.033 -1.657 -0.967 0.0632
H -6.310 -1.731 1.399 0.1172
N 2.467 3.673 -3.612 0.0423
C 3.233 4.716 -3.072 -0.1010
C 4.536 4.409 -3.279 -0.0875
C 4.579 3.188 -4.042 -0.1011
C 3.279 2.793 -4.236 -0.2014
H 1.437 3.610 -3.514 0.1293
H 2.776 5.416 -2.458 0.0594
H 5.375 4.951 -2.934 0.0715
H 5.459 2.643 -4.394 0.1003
H 2.784 2.037 -4.870 0.1143
N -0.801 -1.683 5.127 0.0253
C -0.769 -1.710 6.475 -0.1708
C 0.514 -1.751 6.907 -0.1087
C 1.343 -1.667 5.741 -0.1220
C 0.497 -1.715 4.636 -0.1425
H -1.624 -1.560 4.495 0.1171
H -1.674 -1.771 7.079 0.1147
H 0.781 -1.706 7.959 0.0946
H 2.410 -1.543 5.627 0.0810
H 0.736 -1.821 3.578 0.1102
N -3.250 -3.844 -5.675 -0.0057
C -4.328 -4.638 -5.496 -0.1836
C -4.047 -5.595 -4.584 -0.1071
C -2.695 -5.373 -4.215 -0.1187
C -2.207 -4.311 -4.913 -0.1385
H -3.350 -2.894 -6.102 0.1661
H -5.224 -4.474 -6.093 0.1145
H -4.791 -6.338 -4.272 0.1012
H -2.055 -5.983 -3.608 0.0843
H -1.223 -3.865 -4.985 0.0907
N -3.516 5.484 0.015 0.0100
C -2.436 6.111 0.629 -0.1481
C -1.807 5.201 1.397 -0.1013
C -2.486 3.913 1.242 -0.0736
C -3.504 4.177 0.345 -0.1577
H -4.298 5.895 -0.450 0.1396
H -2.333 7.162 0.552 0.0978
H -0.977 5.518 1.987 0.0780
H -2.319 2.966 1.694 0.0520
H -4.306 3.518 0.019 0.1068
N 2.328 7.585 -1.831 0.0085
C 1.215 7.056 -1.248 -0.1281
C 0.323 6.903 -2.241 -0.1191
C 0.914 7.280 -3.495 -0.0948
C 2.174 7.720 -3.174 -0.1551
H 3.214 7.659 -1.384 0.0810
H 1.244 6.853 -0.229 0.0880
H -0.666 6.597 -2.179 0.0565
H 0.416 7.230 -4.475 0.0957
H 2.939 8.098 -3.846 0.1171
N 0.107 -4.806 4.124 0.0087
C -1.190 -4.879 3.794 -0.1813
C -1.455 -5.997 3.071 -0.0959
C -0.162 -6.631 2.946 -0.1108
C 0.791 -5.872 3.627 -0.1228
H 0.479 -4.156 4.825 0.1321
H -1.798 -4.186 4.291 0.0871
H -2.429 -6.312 2.754 0.0747
H 0.072 -7.668 2.649 0.0888
H 1.861 -6.035 3.799 0.1094
N 2.379 -4.088 -1.425 0.0193
C 1.947 -5.337 -1.796 -0.1678
C 0.843 -5.700 -1.101 -0.1138
C 0.572 -4.564 -0.233 -0.0992
C 1.560 -3.630 -0.445 -0.1770
H 3.021 -3.541 -2.010 0.1574
H 2.483 -5.771 -2.641 0.1173
H 0.271 -6.656 -1.134 0.1101
H -0.202 -4.482 0.548 0.0945
H 1.723 -2.662 -0.047 0.0735
N 0.221 0.537 0.675 0.0505
C -0.394 -0.680 0.709 -0.1481
C -1.681 -0.535 0.205 -0.1041
C -1.788 0.816 -0.177 -0.1272
C -0.605 1.428 0.130 -0.1787
H 1.217 0.632 0.822 0.1040
H 0.050 -1.580 1.098 0.0982
H -2.371 -1.328 0.037 0.0761
H -2.565 1.332 -0.766 0.1017
H -0.230 2.429 -0.049 0.1257
N -0.900 3.498 -5.375 0.0271
C -0.506 2.381 -4.754 -0.1777
C -0.763 2.460 -3.415 -0.1243
C -1.373 3.754 -3.258 -0.1069
C -1.454 4.355 -4.463 -0.1422
H -0.817 3.740 -6.368 0.1672
H -0.024 1.534 -5.237 0.1143
H -0.616 1.713 -2.691 0.0497
H -1.834 4.197 -2.345 0.1051
H -1.783 5.343 -4.706 0.1088
N -3.536 0.666 -4.181 0.0253
C -4.834 0.559 -4.578 -0.1604
C -5.184 -0.753 -4.406 -0.1137
C -4.099 -1.398 -3.739 -0.1189
C -3.103 -0.471 -3.529 -0.1117
H -2.983 1.513 -4.225 0.1166
H -5.341 1.359 -5.081 0.1131
H -6.111 -1.163 -4.830 0.1078
H -4.000 -2.402 -3.359 0.0887
H -2.123 -0.606 -3.171 0.0769
N -3.467 0.537 5.249 0.0138
C -3.888 -0.511 4.479 -0.1633
C -3.227 -0.510 3.293 -0.1183
C -2.355 0.643 3.331 -0.0985
C -2.543 1.278 4.569 -0.1109
H -3.709 0.678 6.207 0.1424
H -4.641 -1.159 4.827 0.0977
H -3.365 -1.209 2.441 0.1008
H -1.555 0.815 2.598 0.0708
H -2.030 2.100 5.067 0.1131
N 2.936 -6.827 0.989 0.0393
C 2.318 -8.057 0.921 -0.1544
C 3.180 -8.960 1.444 -0.1111
C 4.404 -8.293 1.852 -0.0952
C 4.194 -7.005 1.521 -0.1630
H 2.640 -5.923 0.717 0.0878
H 1.321 -8.184 0.541 0.0940
H 2.976 -10.006 1.579 0.0845
H 5.167 -8.759 2.370 0.0649
H 4.878 -6.127 1.620 0.1187
N -5.617 0.728 -1.486 0.0322
C -5.688 0.811 -0.162 -0.2191
C -6.903 1.261 0.204 -0.1175
C -7.744 1.323 -0.968 -0.0653
C -6.862 0.991 -1.986 -0.1386
H -4.770 0.421 -1.972 0.1086
H -4.841 0.515 0.413 0.1024
H -7.133 1.413 1.237 0.0853
H -8.756 1.626 -0.948 0.0735
H -7.013 0.943 -3.077 0.0973
```

## Properties
- 2S+1: 1
- ΔE to the lowest compared entry with this formula, charge and spin: 15.4 kcal/mol
- DFT total energy: -108659.096 eV